DFT (the ωB97M-V functional and the def2-TZVPD basis) results for a 4-piece molecular cluster, C42H65IN2O8S overall at a distorted geometry.

Each line ends with the Mulliken charge.
Element x y z (Å)
H: -5.163 -3.537 3.826  0.261
N: -5.996 -3.550 3.236  -0.848
C: -6.039 -2.502 2.524  0.381
C: -7.204 -2.317 1.602  -1.246
C: -5.004 -1.405 2.597  -0.279
C: -4.390 -1.069 1.257  0.811
C: -4.244 -2.079 0.301  -0.509
C: -3.692 -1.807 -0.945  -1.078
C: -3.258 -0.527 -1.295  0.105
C: -3.377 0.481 -0.342  0.437
C: -3.937 0.217 0.928  -0.505
C: -4.052 1.351 1.910  -1.384
O: -2.904 1.384 2.770  -0.209
C: -3.055 2.002 3.960  0.664
C: -4.010 3.155 4.090  -0.911
O: -2.396 1.653 4.881  -0.569
S: -2.842 2.120 -0.698  0.367
C: -1.722 1.862 -2.050  1.324
C: -1.813 0.709 -2.828  -0.609
C: -0.944 0.581 -3.915  -0.743
C: -0.035 1.582 -4.227  -0.725
C: 0.035 2.729 -3.428  -0.035
I: 1.392 4.196 -4.102  -0.017
C: -0.777 2.897 -2.302  -0.296
C: -0.716 4.077 -1.372  -2.084
C: 0.052 3.714 -0.092  -0.294
C: 1.549 3.438 -0.312  -0.060
C: 2.418 3.898 0.861  -1.347
C: 2.648 2.752 1.875  -0.788
C: 3.978 2.031 1.595  -0.807
C: 3.956 0.494 1.760  -0.533
C: 4.432 -0.213 0.483  -0.474
C: 4.951 -1.650 0.690  -1.005
C: 4.197 -2.713 -0.106  -0.705
C: 2.668 -2.678 0.087  0.319
C: 2.089 -4.080 -0.104  -1.546
N: -2.749 -0.333 -2.608  -0.043
H: -7.936 -3.089 1.805  0.409
H: -6.911 -2.410 0.562  0.297
H: -7.666 -1.348 1.777  0.314
H: -5.546 -0.537 2.968  0.224
H: -4.252 -1.682 3.330  0.464
H: -4.577 -3.083 0.510  0.612
H: -3.609 -2.607 -1.663  0.545
H: -4.112 2.292 1.369  0.656
H: -4.973 1.268 2.475  0.708
H: -4.468 3.475 3.160  0.313
H: -3.483 3.997 4.515  0.320
H: -4.805 2.845 4.760  0.286
H: -0.984 -0.298 -4.538  0.534
H: 0.607 1.487 -5.085  0.444
H: -1.732 4.325 -1.069  0.211
H: -0.290 4.958 -1.837  0.806
H: -0.408 2.821 0.322  0.008
H: -0.030 4.514 0.638  0.682
H: 1.763 2.386 -0.496  0.256
H: 1.864 3.990 -1.193  -0.033
H: 3.394 4.150 0.448  0.495
H: 2.042 4.813 1.310  0.500
H: 1.805 2.072 1.803  0.372
H: 2.713 3.183 2.870  0.489
H: 4.314 2.263 0.587  0.477
H: 4.727 2.423 2.277  0.314
H: 4.605 0.189 2.577  0.503
H: 2.952 0.163 2.016  0.129
H: 3.624 -0.212 -0.244  0.013
H: 5.266 0.372 0.100  0.554
H: 5.977 -1.686 0.334  0.141
H: 4.936 -1.928 1.742  0.502
H: 4.545 -3.701 0.178  0.469
H: 4.419 -2.594 -1.163  0.222
H: 2.471 -2.300 1.087  0.006
H: 2.248 -2.012 -0.664  0.360
H: 2.569 -4.527 -0.972  0.528
H: 1.027 -4.015 -0.329  0.244
H: 2.262 -4.670 0.785  0.314
H: -3.473 -0.363 -3.310  0.277
C: -4.051 6.186 -4.386  -1.331
C: -3.239 5.617 -3.242  0.110
O: -4.053 5.308 -2.105  -0.354
C: -4.685 4.127 -1.943  0.783
C: -4.761 3.162 -3.103  -0.866
O: -5.220 3.903 -0.893  -0.606
H: -4.782 5.467 -4.757  0.278
H: -3.398 6.468 -5.212  0.410
H: -4.600 7.067 -4.055  0.336
H: -2.650 4.748 -3.544  -0.005
H: -2.532 6.364 -2.885  0.443
H: -5.679 3.354 -3.659  0.427
H: -4.800 2.155 -2.694  0.078
H: -3.912 3.211 -3.781  0.332
C: -1.943 -6.268 4.150  -0.956
C: -1.243 -5.103 4.820  -0.389
O: 0.090 -4.930 4.338  -0.385
C: 0.381 -4.208 3.235  0.530
C: -0.730 -3.799 2.298  -0.670
O: 1.528 -3.969 2.988  -0.512
H: -2.055 -6.106 3.078  0.254
H: -2.934 -6.416 4.581  0.355
H: -1.364 -7.182 4.283  0.325
H: -1.809 -4.175 4.731  0.318
H: -1.132 -5.302 5.885  0.316
H: -0.837 -4.569 1.533  0.181
H: -0.442 -2.867 1.819  0.379
H: -1.686 -3.635 2.785  0.237
C: 8.776 -0.495 -3.078  -0.974
C: 9.054 -1.468 -1.951  -0.422
O: 7.876 -2.164 -1.542  -0.358
C: 7.444 -3.298 -2.136  0.861
C: 8.049 -3.718 -3.457  -1.138
O: 6.544 -3.903 -1.627  -0.523
H: 8.434 -1.009 -3.977  0.273
H: 9.677 0.067 -3.326  0.376
H: 7.995 0.206 -2.784  0.277
H: 9.852 -2.170 -2.198  0.348
H: 9.378 -0.924 -1.065  0.346
H: 7.452 -3.294 -4.264  0.257
H: 8.001 -4.802 -3.518  0.333
H: 9.088 -3.424 -3.587  0.346

Computed properties:
HOMO = -7.887 eV
multiplicity = 1
SMILES = [H]/N=C(/C)Cc1ccc2c(c1COC(C)=O)Sc1c(ccc(I)c1CCCCCCCCCCCC)N2.CCOC(C)=O.CCOC(C)=O.CCOC(C)=O
total charge = 0
max |F| = 1.315 eV Å⁻¹

---

DFT (the ωB97M-V functional and the def2-TZVPD basis) results for a 2-piece molecular cluster, C5H14NO3 overall at a distorted geometry.

Each line ends with the Mulliken charge.
Element x y z (Å)
C: 0.914 -0.535 -1.702  -0.775
C: 1.807 0.698 -1.344  -0.301
O: 1.250 1.689 -0.437  -0.650
C: -0.555 -0.276 -1.406  -0.561
N: -1.116 -1.159 -0.333  -0.534
C: -2.091 -0.510 0.495  -0.758
C: -1.599 0.782 1.197  -0.547
O: -0.269 0.607 1.576  -0.818
H: 1.235 -1.394 -1.127  0.346
H: 1.022 -0.797 -2.745  0.256
H: 1.949 1.297 -2.276  0.281
H: 2.719 0.339 -0.813  0.195
H: 0.588 1.261 0.393  0.330
H: -0.590 0.741 -1.103  0.339
H: -1.228 -0.439 -2.205  0.531
H: -0.284 -1.364 0.280  0.328
H: -2.385 -1.216 1.234  0.409
H: -3.029 -0.260 0.033  0.331
H: -1.597 1.646 0.548  0.297
H: -2.194 0.995 2.104  0.323
H: 0.985 -0.581 2.683  0.373
H: 2.572 -0.488 2.215  0.292
O: 1.894 -1.035 2.732  -0.687

Computed properties:
HOMO = -3.932 eV
energy relative to the best compared isomer or geometry (same formula, charge and spin) = 134.03 kJ/mol
multiplicity = 1
total charge = -1
max |F| = 2.548 eV Å⁻¹